(1)
The following is a quantum chemistry calculation of C16H19NO2S2 in the gas phase, from the OMol25 dataset.

Structure (ORCA input):
```
! RIJCOSX wB97M-V def2-TZVPD def2/J DEFGRID3
* xyz 0 1
C -4.96 -0.33 0.29
C -3.58 0.24 0.14
C -2.79 0.48 1.26
C -1.52 1.02 1.12
C -1.04 1.30 -0.14
S 0.60 1.97 -0.33
O 0.61 3.38 -0.06
O 1.13 1.55 -1.61
N 1.40 1.23 0.94
C 2.71 1.79 1.23
C 3.76 1.47 0.18
S 4.26 -0.29 0.16
C 3.16 -1.02 -1.11
C 1.84 -1.50 -0.61
C 1.69 -2.03 0.67
C 0.45 -2.46 1.11
C -0.65 -2.39 0.27
C -0.50 -1.89 -1.01
C 0.73 -1.44 -1.45
C -1.80 1.07 -1.26
C -3.08 0.54 -1.12
H -5.68 0.49 0.37
H -5.03 -0.93 1.19
H -5.23 -0.93 -0.57
H -3.17 0.25 2.24
H -0.89 1.21 1.98
H 1.44 0.22 0.78
H 3.03 1.42 2.21
H 2.56 2.87 1.27
H 4.68 2.02 0.39
H 3.40 1.72 -0.82
H 3.74 -1.85 -1.52
H 3.03 -0.27 -1.89
H 2.55 -2.09 1.32
H 0.35 -2.86 2.11
H -1.62 -2.72 0.62
H -1.36 -1.84 -1.67
H 0.84 -1.04 -2.44
H -1.39 1.29 -2.23
H -3.68 0.36 -2.00
*
```

For the relative energy (zero: lowest compared OMol25 entry of this formula, charge and spin), the calculation gives 22.65 kJ/mol. The highest occupied orbital energy comes out at -8.68 eV. The calculation puts the gap between HOMO and LUMO at 9.365 eV. The SMILES is Cc1ccc(S(=O)(=O)NCCSCc2ccccc2)cc1.

(2)
The following is a quantum chemistry calculation of C16H19NO4 in the gas phase, from the OMol25 dataset.

Structure (ORCA input):
```
! RIJCOSX wB97M-V def2-TZVPD def2/J DEFGRID3
* xyz 0 1
C -3.84 1.43 -1.16
O -2.77 1.63 -2.05
C -1.50 1.65 -1.54
C -1.17 1.44 -0.21
C 0.15 1.46 0.21
C 1.17 1.72 -0.70
O 2.50 1.81 -0.40
C 2.99 1.25 0.80
C 3.16 -0.27 0.68
C 3.02 -0.97 2.04
C 1.55 -0.97 2.42
O 1.04 -0.13 3.13
N 0.84 -1.96 1.83
C -0.60 -1.95 1.78
C -1.08 -1.84 0.36
C -2.32 -1.98 -0.19
C -2.16 -1.77 -1.58
C -0.84 -1.52 -1.77
O -0.17 -1.57 -0.60
C 0.84 1.94 -2.04
C -0.48 1.90 -2.45
H -4.74 1.47 -1.77
H -3.78 0.46 -0.67
H -3.89 2.22 -0.40
H -1.93 1.24 0.53
H 0.35 1.29 1.25
H 3.95 1.73 0.96
H 2.34 1.50 1.64
H 4.14 -0.50 0.24
H 2.40 -0.65 -0.01
H 3.39 -2.00 1.97
H 3.59 -0.44 2.79
H 1.31 -2.57 1.18
H -0.93 -1.09 2.37
H -1.01 -2.86 2.24
H -3.23 -2.21 0.33
H -2.92 -1.80 -2.33
H -0.26 -1.30 -2.65
H 1.63 2.14 -2.74
H -0.74 2.07 -3.48
*
```

For the relative energy (zero: lowest compared OMol25 entry of this formula, charge and spin), the calculation gives 243.25 kJ/mol. The highest occupied orbital energy comes out at -7.74 eV. The calculation puts the gap between HOMO and LUMO at 8.502 eV. The SMILES is COc1ccc(OCCCC(=O)NCc2ccco2)cc1.

(3)
The following is a quantum chemistry calculation of C16H19NO4S in the gas phase, from the OMol25 dataset.

Structure (ORCA input):
```
! RIJCOSX wB97M-V def2-TZVPD def2/J DEFGRID3
* xyz 0 1
C 2.47 7.31 -0.85
C 1.96 6.06 -0.15
O 2.18 4.96 -1.01
C 1.80 3.73 -0.62
C 1.19 3.42 0.60
C 0.85 2.11 0.89
C 1.11 1.11 -0.02
S 0.62 -0.57 0.33
O 1.58 -1.46 -0.26
O 0.33 -0.66 1.73
N -0.80 -0.60 -0.57
C -1.13 -1.77 -1.37
C -2.10 -2.67 -0.66
C -3.43 -2.76 -1.03
C -4.31 -3.54 -0.29
C -3.87 -4.21 0.83
C -2.54 -4.13 1.21
C -1.64 -3.37 0.47
O -0.32 -3.23 0.74
C 0.21 -3.79 1.91
C 1.71 1.40 -1.23
C 2.06 2.70 -1.53
H 2.32 8.18 -0.22
H 3.53 7.20 -1.06
H 1.94 7.45 -1.79
H 2.50 5.91 0.80
H 0.89 6.17 0.07
H 0.99 4.19 1.33
H 0.39 1.85 1.83
H -1.57 -0.28 0.00
H -1.56 -1.42 -2.32
H -0.18 -2.28 -1.56
H -3.77 -2.22 -1.90
H -5.35 -3.60 -0.59
H -4.55 -4.81 1.41
H -2.21 -4.66 2.09
H 0.13 -4.88 1.91
H 1.26 -3.49 1.91
H -0.28 -3.38 2.80
H 1.91 0.59 -1.92
H 2.53 2.95 -2.47
*
```

For the relative energy (zero: lowest compared OMol25 entry of this formula, charge and spin), the calculation gives 170.19 kJ/mol. The highest occupied orbital energy comes out at -8.43 eV. The calculation puts the gap between HOMO and LUMO at 9.160 eV. The SMILES is CCOc1ccc(S(=O)(=O)NCc2ccccc2OC)cc1.

(4)
The following is a quantum chemistry calculation of a molecular structure, C16H20As2S2Se2Te2W, from the OMol25 dataset.

Structure (ORCA input):
```
! RIJCOSX wB97M-V def2-TZVPD def2/J DEFGRID3
* xyz 0 1
W 1.97 -0.61 -0.87
S 1.50 -0.39 1.62
C 2.25 1.09 2.25
C 2.49 1.24 3.61
C 3.10 2.40 4.06
C 3.42 3.42 3.18
C 3.20 3.26 1.82
C 2.64 2.08 1.35
S 2.57 1.79 -0.40
H 2.21 0.46 4.29
H 3.33 2.50 5.11
H 3.87 4.32 3.54
H 3.48 4.03 1.12
Se 4.36 -0.41 -2.11
Te 4.50 -0.67 0.31
Te 2.78 -3.13 -0.30
Se 1.21 -0.50 -3.12
C -0.57 2.53 -1.87
As -0.37 0.94 -0.72
C -1.20 1.64 0.93
C -2.01 -0.04 -1.25
C -3.18 0.59 -1.67
C -4.34 -0.14 -1.88
C -4.34 -1.51 -1.65
C -3.17 -2.15 -1.26
C -2.00 -1.42 -1.07
As -0.20 -2.24 -0.66
C -0.31 -3.63 -2.07
C -0.79 -3.41 0.84
H -1.47 3.10 -1.60
H -0.64 2.21 -2.91
H 0.30 3.19 -1.77
H -2.15 2.13 0.70
H -0.54 2.36 1.43
H -1.39 0.80 1.61
H -3.18 1.66 -1.85
H -5.23 0.35 -2.22
H -5.25 -2.08 -1.79
H -3.16 -3.23 -1.11
H -1.33 -4.03 -2.13
H 0.38 -4.44 -1.84
H -0.05 -3.18 -3.03
H -1.75 -3.89 0.61
H -0.90 -2.82 1.75
H -0.04 -4.19 1.01
*
```

The highest occupied orbital energy (spin up / spin down) comes out at -7.15 / -7.15 eV. The calculation puts the gap between HOMO and LUMO (spin up / spin down) at 5.223 / 5.222 eV.

(5)
The following is a quantum chemistry calculation of a molecular structure, C16H20BeF12N4O20, from the OMol25 dataset.

Structure (ORCA input):
```
! RIJCOSX wB97M-V def2-TZVPD def2/J DEFGRID3
* xyz -2 1
Be 3.18 21.67 -22.25
N 0.47 17.41 -21.66
O 0.75 18.48 -22.04
O 1.28 16.52 -21.83
O -0.59 17.15 -21.04
N 0.42 20.41 -17.59
O -0.70 20.06 -17.75
O 1.02 21.10 -18.36
O 1.01 20.07 -16.61
N 6.13 19.03 -24.39
O 6.35 20.23 -24.21
O 4.93 18.80 -24.21
O 6.85 18.09 -24.39
N 5.62 18.52 -18.55
O 5.20 18.62 -17.41
O 6.22 17.53 -18.97
O 5.24 19.40 -19.33
C 7.72 27.62 -24.61
C 6.59 26.75 -25.22
O 5.37 27.40 -25.22
C 4.22 26.79 -24.64
O 4.29 25.75 -23.93
C 2.95 27.41 -25.10
F 3.18 28.47 -25.93
F 2.43 26.46 -25.89
F 2.07 27.65 -24.13
H 8.71 27.30 -24.94
H 7.68 27.60 -23.52
H 7.62 28.69 -24.83
H 6.51 25.87 -24.58
H 6.91 26.42 -26.21
C 6.92 28.81 -19.38
C 5.87 27.72 -19.46
O 5.77 26.97 -18.23
C 5.33 25.71 -18.33
O 5.11 25.10 -19.36
C 5.35 25.13 -16.89
F 5.80 25.95 -15.97
F 4.11 24.82 -16.49
F 6.09 24.08 -16.83
H 7.87 28.33 -19.15
H 6.69 29.62 -18.68
H 7.11 29.32 -20.33
H 6.46 27.05 -20.09
H 4.94 27.97 -19.97
C -1.22 27.75 -19.27
C -0.87 26.33 -19.72
O -1.82 25.94 -20.74
C -1.52 24.89 -21.57
O -0.40 24.40 -21.80
C -2.77 24.36 -22.21
F -2.61 24.34 -23.52
F -3.01 23.12 -21.82
F -3.82 25.07 -21.91
H -0.56 27.97 -18.43
H -2.24 27.85 -18.90
H -0.99 28.41 -20.11
H -0.93 25.66 -18.87
H 0.16 26.43 -20.06
C -0.42 19.34 -27.28
C -0.52 20.90 -27.28
O 0.66 21.28 -28.03
C 1.82 21.62 -27.47
O 1.93 21.64 -26.26
C 3.07 21.76 -28.42
F 2.59 22.10 -29.67
F 3.96 22.76 -28.04
F 3.73 20.60 -28.47
H -1.43 19.02 -27.03
H 0.35 19.00 -26.59
H -0.24 18.96 -28.29
H -0.61 21.44 -26.34
H -1.37 21.23 -27.87
*
```

For the relative energy (zero: lowest compared OMol25 entry of this formula, charge and spin), the calculation gives 976.62 kJ/mol. The highest occupied orbital energy comes out at -2.83 eV. The calculation puts the gap between HOMO and LUMO at 2.356 eV.

(6)
The following is a quantum chemistry calculation of a molecular structure, C16H20BiNO, from the OMol25 dataset.

Structure (ORCA input):
```
! RIJCOSX wB97M-V def2-TZVPD def2/J DEFGRID3
* xyz -2 1
Bi 0.01 0.04 1.26
C 0.75 -1.89 3.10
C -0.77 -1.86 3.11
C -1.23 -2.13 1.77
H -1.48 -1.52 3.91
C -0.05 -2.40 0.93
C 1.17 -2.17 1.74
H 2.21 -2.28 1.40
H 1.48 -1.54 3.87
H -2.29 -2.18 1.46
H -0.07 -2.77 -0.10
C 1.57 1.86 2.16
C 2.40 0.70 1.81
C 2.23 0.42 0.37
H 2.99 0.07 2.51
C 1.30 1.43 -0.16
C 0.88 2.31 0.96
H 0.12 3.11 0.89
H 1.38 2.23 3.18
H 2.67 -0.42 -0.21
H 0.95 1.49 -1.21
O -1.34 -0.15 -0.34
C -0.78 0.28 -3.04
C -2.03 0.49 -2.31
C -0.29 -1.08 -3.29
C -0.14 1.44 -3.70
C -1.88 1.06 -0.88
H -2.59 -0.45 -2.22
H -2.64 1.26 -2.76
H -1.22 1.95 -0.81
H -2.82 1.17 -0.32
H -0.79 -1.52 -4.17
H -0.50 -1.75 -2.44
H 0.79 -1.10 -3.50
H -0.58 1.62 -4.70
H 0.94 1.28 -3.87
H -0.27 2.38 -3.13
N -0.01 0.24 4.97
C -0.08 0.40 3.76
*
```

For the relative energy (zero: lowest compared OMol25 entry of this formula, charge and spin), the calculation gives 490.71 kJ/mol. The highest occupied orbital energy comes out at 2.18 eV. The calculation puts the gap between HOMO and LUMO at 3.626 eV.

(7)
The following is a quantum chemistry calculation of a molecular structure, C16H20BrCoIN2OS3, from the OMol25 dataset.

Structure (ORCA input):
```
! RIJCOSX wB97M-V def2-TZVPD def2/J DEFGRID3
* xyz 3 1
Co -0.67 0.37 0.04
C 0.73 3.11 -0.90
C 1.50 2.81 0.38
S 1.33 1.04 0.83
C 1.01 1.08 2.61
C -0.28 1.81 2.96
S -1.66 1.13 1.98
C -2.54 2.61 1.41
C -1.72 3.49 0.49
S -0.97 2.51 -0.85
H 1.18 2.61 -1.76
H 0.73 4.18 -1.11
H 1.17 3.41 1.22
H 2.56 2.99 0.23
H 1.88 1.53 3.11
H 0.97 0.03 2.90
H -0.22 2.88 2.78
H -0.52 1.66 4.01
H -2.89 3.16 2.29
H -3.43 2.23 0.90
H -0.93 4.02 1.02
H -2.36 4.24 0.02
O 0.09 -1.37 -5.63
C 0.10 -0.98 -4.38
C 1.26 -0.69 -3.64
C 1.15 -0.31 -2.33
N -0.05 -0.18 -1.72
C -1.13 -0.47 -2.45
Br -2.70 -0.28 -1.38
C -1.15 -0.87 -3.75
H 0.96 -1.45 -6.04
H 2.24 -0.79 -4.09
H 2.03 -0.10 -1.74
H -2.07 -1.10 -4.28
I 2.61 -4.40 0.72
C 0.82 -3.41 1.06
C -0.25 -4.02 1.71
C -1.42 -3.30 1.91
C -1.50 -2.00 1.45
N -0.48 -1.41 0.81
C 0.66 -2.11 0.62
H -0.17 -5.04 2.06
H -2.27 -3.75 2.41
H -2.40 -1.43 1.60
H 1.46 -1.61 0.09
*
```

For the relative energy (zero: lowest compared OMol25 entry of this formula, charge and spin), the calculation gives 0.00 kJ/mol. The highest occupied orbital energy (spin up / spin down) comes out at -17.03 / -17.03 eV. The calculation puts the gap between HOMO and LUMO (spin up / spin down) at 5.717 / 5.719 eV.

(8)
The following is a quantum chemistry calculation of C16H20Cl2N4O2S in the gas phase, from the OMol25 dataset.

Structure (ORCA input):
```
! RIJCOSX wB97M-V def2-TZVPD def2/J DEFGRID3
* xyz 0 1
C 3.21 1.81 2.54
C 2.24 0.98 3.39
N 0.88 1.09 2.89
C 0.03 2.14 3.40
C -0.83 1.65 4.57
C 0.47 0.18 2.00
O 1.12 -0.72 1.55
O -0.86 0.39 1.64
C -1.32 -0.35 0.62
N -2.38 -1.08 0.64
N -2.52 -1.63 -0.58
C -1.52 -1.24 -1.32
S -1.23 -1.66 -2.97
C -2.71 -2.74 -3.28
C -2.23 -4.12 -3.68
C -3.58 -2.09 -4.35
N -0.70 -0.39 -0.62
C 0.47 0.27 -0.99
C 1.50 -0.40 -1.64
C 2.67 0.27 -1.93
C 2.83 1.60 -1.57
Cl 4.31 2.41 -1.91
C 1.80 2.27 -0.93
Cl 1.98 3.92 -0.47
C 0.61 1.62 -0.65
H 3.23 1.42 1.53
H 2.90 2.85 2.50
H 4.21 1.75 2.96
H 2.53 -0.07 3.35
H 2.25 1.32 4.42
H -0.62 2.50 2.60
H 0.67 2.96 3.72
H -1.44 2.47 4.95
H -1.49 0.86 4.23
H -0.21 1.27 5.37
H -3.22 -2.76 -2.32
H -1.66 -4.08 -4.61
H -1.60 -4.54 -2.90
H -3.09 -4.78 -3.82
H -4.47 -2.70 -4.51
H -3.04 -2.01 -5.29
H -3.89 -1.10 -4.04
H 1.38 -1.44 -1.90
H 3.48 -0.24 -2.43
H -0.19 2.15 -0.16
*
```

For the relative energy (zero: lowest compared OMol25 entry of this formula, charge and spin), the calculation gives 72.78 kJ/mol. The highest occupied orbital energy comes out at -8.37 eV. The calculation puts the gap between HOMO and LUMO at 8.860 eV. The SMILES is CCN(CC)C(=O)Oc1nnc(SC(C)C)n1-c1ccc(Cl)c(Cl)c1.

(9)
The following is a quantum chemistry calculation of 11 unconnected molecules or ions with the total composition C16H20Cl30O4, from the OMol25 dataset.

Structure (ORCA input):
```
! RIJCOSX wB97M-V def2-TZVPD def2/J DEFGRID3
* xyz 0 1
O 2.95 2.46 1.03
C 2.36 1.61 0.32
C 1.03 1.86 -0.58
C 1.51 0.92 -1.82
O 0.67 0.80 -2.97
C 1.85 -0.37 -0.94
C 2.44 -1.69 -1.62
C 1.67 -3.05 -1.21
O 1.47 -3.94 -2.36
O 2.73 0.23 0.09
H 0.81 2.93 -0.89
H 0.14 1.31 -0.09
H 2.54 1.35 -2.04
H 0.93 1.52 -3.61
H 0.95 -0.66 -0.27
H 3.54 -1.85 -1.31
H 2.43 -1.56 -2.76
H 2.36 -3.65 -0.50
H 0.69 -2.77 -0.70
H 1.24 -3.31 -3.09
Cl 4.06 4.10 -3.52
C 2.53 4.63 -4.26
Cl 1.61 3.27 -4.91
Cl 1.55 5.53 -3.09
H 2.78 5.30 -5.08
Cl -2.03 -5.47 0.58
C -1.51 -3.98 1.40
Cl 0.18 -4.10 1.90
Cl -1.76 -2.58 0.35
H -2.12 -3.85 2.29
Cl 6.07 0.03 -0.49
C 6.30 0.15 -2.24
Cl 6.11 -1.44 -3.00
Cl 5.19 1.33 -2.95
H 7.32 0.49 -2.42
Cl 3.35 -4.30 2.75
C 3.85 -2.81 3.56
Cl 5.54 -2.92 4.08
Cl 3.63 -1.42 2.49
H 3.23 -2.68 4.44
Cl 6.51 5.85 -4.34
C 6.04 6.87 -5.71
Cl 7.31 6.90 -6.93
Cl 4.52 6.31 -6.42
H 5.89 7.88 -5.34
Cl -1.15 2.24 -6.75
C -0.27 0.83 -7.35
Cl 1.17 1.32 -8.24
Cl 0.16 -0.25 -6.02
H -0.92 0.28 -8.03
Cl -3.58 -0.20 -0.98
C -5.19 -0.83 -0.60
Cl -5.33 -2.52 -1.11
Cl -5.52 -0.68 1.14
H -5.92 -0.24 -1.14
Cl -9.24 -1.69 2.66
C -8.72 -0.21 3.47
Cl -7.03 -0.33 3.97
Cl -8.97 1.19 2.42
H -9.33 -0.08 4.36
Cl -6.56 2.55 7.75
C -5.69 1.13 7.15
Cl -4.23 1.62 6.28
Cl -5.28 0.04 8.48
H -6.34 0.59 6.46
Cl -5.90 -4.99 9.93
C -4.55 -3.89 9.64
Cl -3.48 -3.83 11.05
Cl -3.65 -4.38 8.19
H -4.96 -2.89 9.47
*
```

For the relative energy (zero: lowest compared OMol25 entry of this formula, charge and spin), the calculation gives 93.97 kJ/mol. The highest occupied orbital energy comes out at -9.81 eV. The calculation puts the gap between HOMO and LUMO at 9.946 eV. The SMILES is O=C1C[C@H](O)[C@@H](CCO)O1.ClC(Cl)Cl.ClC(Cl)Cl.ClC(Cl)Cl.ClC(Cl)Cl.ClC(Cl)Cl.ClC(Cl)Cl.ClC(Cl)Cl.ClC(Cl)Cl.ClC(Cl)Cl.ClC(Cl)Cl.

(10)
The following is a quantum chemistry calculation of a molecular structure, C16H20ClInN2O4SSe2, from the OMol25 dataset.

Structure (ORCA input):
```
! RIJCOSX wB97M-V def2-TZVPD def2/J DEFGRID3
* xyz 0 1
In 1.14 -1.09 -1.96
O -3.15 -6.55 -0.35
C -2.32 -5.95 0.65
C -2.19 -4.46 0.36
C -3.57 -3.86 0.05
O -4.58 -4.33 0.93
C -1.26 -4.28 -0.84
Se -1.02 -2.36 -1.21
C -1.58 -3.82 1.62
Se -0.80 -2.07 1.21
H -3.13 -7.50 -0.24
H -1.33 -6.42 0.66
H -2.78 -6.08 1.64
H -3.83 -4.06 -0.99
H -3.53 -2.78 0.19
H -4.79 -5.23 0.65
H -1.66 -4.69 -1.76
H -0.28 -4.70 -0.64
H -0.80 -4.45 2.03
H -2.36 -3.68 2.36
Cl 0.90 5.29 0.62
C 1.61 4.07 -0.41
C 2.49 3.19 0.18
C 2.83 2.04 -0.52
C 2.29 1.78 -1.78
C 2.55 0.50 -2.48
C 1.44 2.73 -2.35
C 1.07 3.88 -1.68
H 2.88 3.38 1.17
H 3.49 1.32 -0.06
H 3.54 0.10 -2.31
H 2.39 0.60 -3.55
H 1.03 2.54 -3.34
H 0.36 4.58 -2.10
S -0.36 1.28 1.56
C -0.07 2.59 3.05
N 1.11 5.28 3.93
C 1.76 5.95 3.24
C 2.79 6.94 0.84
C 1.56 6.93 0.32
N -0.07 3.11 1.95
H 0.50 4.59 4.34
H 2.80 6.41 1.82
H 3.66 7.27 0.29
H 1.17 7.39 -0.57
O 0.54 -2.24 -3.52
O -0.47 -3.09 -3.02
*
```

For the relative energy (zero: lowest compared OMol25 entry of this formula, charge and spin), the calculation gives 952.27 kJ/mol. The highest occupied orbital energy comes out at -6.71 eV. The calculation puts the gap between HOMO and LUMO at 5.358 eV.

Calculated total energy in order - -44155.9335, -26579.6521, -37414.7247, -307369.9343, -96814.0053, -26283.5809, -170194.5629, -62852.7581, -400776.2446, -187296.4461 eV
Calculated maximum force in order - 1.042, 0.871, 0.946, 2.172, 6.801, 8.117, 1.110, 1.645, 5.255, 2.279 eV/A